Entry 1:
Molecular formula: C8H13N
Method: DFT, ωB97M-V/def2-TZVPD

Geometry (Å):
C: 1.4869 1.6122 0.4770
C: 0.5464 0.5228 -0.0972
N: 1.0037 -0.1639 -1.3184
C: 1.1159 -1.4278 -0.6204
C: 0.5165 -0.8691 0.7014
C: -0.9760 -1.2504 0.8889
C: -1.5576 -0.4689 -0.2564
C: -2.1811 0.8003 -0.7241
C: -0.9609 0.9282 0.0974
H: 1.2317 1.7246 1.5140
H: 2.5646 1.2870 0.3477
H: 1.4055 2.6324 0.0659
H: 1.9332 0.2178 -1.6060
H: 0.4763 -2.2101 -1.0341
H: 2.1116 -1.8132 -0.5481
H: 1.1497 -0.7923 1.6107
H: -1.1775 -2.3679 0.8088
H: -1.3134 -0.9369 1.9151
H: -1.1317 -0.8792 -1.1127
H: -3.0863 1.3308 -0.4114
H: -2.0639 0.8297 -1.8136
H: -1.0935 1.2939 1.1154

## Properties
- LUMO energy: 1.07 eV
- Largest force on an atom: 2.95 eV/A
- SMILES string: C[C@@]12NC[C@@H]1C[C@H]1C[C@@H]12
- Relative energy (zero: lowest compared OMol25 entry of this formula, charge and spin): 96.9 kcal/mol
- Kohn-Sham gap: 0.336 hartree
- Calculated total energy: -367.2227 Eh

***

Entry 2:
Molecular formula: C8H13N2O
Method: DFT, ωB97M-V/def2-TZVPD

Geometry (Å):
C: 0.8509 2.3700 -0.4200
C: 2.2709 2.1954 -0.4423
C: 0.3807 1.1840 -0.0163
C: -3.4608 0.9114 0.2296
C: -2.0693 1.4435 0.1311
C: 0.8063 -2.8975 -0.8177
C: 1.6377 -1.3845 0.8455
C: -0.9957 0.6149 0.2765
N: 2.6483 1.0345 -0.0389
N: 0.6752 -2.2055 0.4823
O: 1.4928 0.3891 0.3154
H: 0.2144 3.1745 -0.5929
H: 3.1675 2.7781 -0.5969
H: -3.5446 0.0384 0.8313
H: -3.7737 0.6056 -0.7428
H: -1.9348 2.4519 -0.2474
H: 1.6966 -2.4140 -1.3210
H: 1.1965 -3.9618 -0.9286
H: -0.0726 -2.7342 -1.3097
H: 2.6063 -1.4629 0.3226
H: -4.1936 1.7076 0.5052
H: 1.7579 -1.0215 1.8717
H: -1.1607 -0.4819 0.6430
H: -0.1964 -2.3350 1.0203

## Properties
- LUMO energy: -3.20 eV
- Largest force on an atom: 3.96 eV/A
- Relative energy (zero: lowest compared OMol25 entry of this formula, charge and spin): 100.9 kcal/mol
- Kohn-Sham gap: 0.349 hartree
- Calculated total energy: -496.9901 Eh
- Charge: +1

***

Entry 3:
Molecular formula: C8H13N2O2
Method: DFT, ωB97M-V/def2-TZVPD

Geometry (Å):
C: 0.0997 -0.5771 -2.2395
C: -0.3011 0.2633 -1.3682
C: 1.7645 1.4339 0.3889
C: 0.6213 1.2694 0.9528
C: 2.1048 2.4171 -0.7002
C: -0.3664 -2.0786 0.4183
C: 0.1322 0.1125 1.7317
C: -0.9013 -0.7765 0.9375
N: -2.1027 -0.3540 1.1403
N: -3.1329 -1.1352 0.8156
O: -3.2519 -1.9120 -0.1602
O: -4.1774 -0.8900 1.4690
H: 0.2846 -0.3133 -3.2948
H: 0.2466 -1.6608 -1.9275
H: -0.4534 1.3355 -1.5947
H: 2.4760 0.5973 0.2777
H: 0.0303 2.1552 0.9095
H: 3.2313 2.3819 -0.7383
H: 1.8681 3.4999 -0.6503
H: 1.8812 1.9219 -1.6566
H: -1.1372 -2.4923 -0.2629
H: -0.3864 -2.9063 1.1694
H: 0.6615 -1.9460 -0.0815
H: 1.0608 -0.6378 1.7881
H: -0.2521 0.2917 2.6761

## Properties
- LUMO energy (spin up / spin down): 3.71 / 3.71 eV
- Largest force on an atom: 5.38 eV/A
- Relative energy (zero: lowest compared OMol25 entry of this formula, charge and spin): 167.7 kcal/mol
- Kohn-Sham gap (spin up / spin down): 0.235 / 0.235 hartree
- Calculated total energy: -572.3546 Eh
- Charge: -1

***

Entry 4:
Molecular formula: C8H13N2O2
Method: DFT, ωB97M-V/def2-TZVPD

Geometry (Å):
C: 1.6619 1.0356 -2.2888
C: 1.2051 1.9097 -1.4130
N: 0.5322 1.4888 -0.2114
C: 0.2150 2.2816 0.8285
C: -0.2178 1.6057 1.9066
N: -0.3080 0.1935 1.5611
C: 0.4682 -0.6731 2.4872
C: 0.2569 0.1101 0.1288
O: -0.5280 -0.5820 -0.8419
C: -1.1973 -1.7867 -0.5269
C: -1.7144 -2.3094 -1.8202
O: -1.3909 -2.1100 0.5848
H: 2.1008 1.4293 -3.3061
H: 1.5363 -0.0120 -2.3327
H: 1.4772 2.9800 -1.6339
H: 0.4234 3.3307 0.7667
H: -0.4958 1.7807 2.9669
H: -1.4024 -0.1076 1.4712
H: 1.3953 -0.2492 2.4458
H: -0.1167 -0.7537 3.3610
H: 0.4125 -1.7152 2.1852
H: 1.2133 -0.4790 0.2487
H: -0.9644 -2.6084 -2.5827
H: -2.2976 -1.5322 -2.3004
H: -2.2646 -3.2273 -1.6845

## Properties
- LUMO energy: -2.81 eV
- Largest force on an atom: 4.03 eV/A
- SMILES string: C=CN1C=C[N@H+](C)[C@H]1OC(C)=O
- Relative energy (zero: lowest compared OMol25 entry of this formula, charge and spin): 73.0 kcal/mol
- Kohn-Sham gap: 0.345 hartree
- Calculated total energy: -572.2998 Eh
- Charge: +1

***

Entry 5:
Molecular formula: C8H13N3
Method: DFT, ωB97M-V/def2-TZVPD

Geometry (Å):
C: -1.7118 1.5403 -0.9687
C: -0.8283 3.3791 -0.6016
C: -0.3915 1.3038 -0.4958
C: 0.3034 -0.0341 -0.3128
C: 0.2399 -2.5106 -0.2520
C: -1.0859 -1.1222 1.3662
C: 1.4100 2.7699 0.2902
C: -0.5785 -1.2553 -0.0975
N: -1.9619 2.8268 -0.9655
N: 1.5686 -0.0684 -0.2024
N: 0.1292 2.5016 -0.2643
H: -2.4465 0.8468 -1.2812
H: -0.7668 4.3766 -0.6810
H: 0.6856 -2.8115 0.7048
H: -0.2595 -3.3361 -0.5271
H: 0.9027 -2.2449 -1.1208
H: -0.3666 -1.5093 2.1384
H: -1.9500 -1.6406 1.5650
H: -1.5170 -0.1299 1.5949
H: 1.3991 3.7903 0.4124
H: 1.5086 2.1881 1.2782
H: 2.0510 2.5112 -0.5665
H: -1.2970 -1.1499 -0.8487
H: 1.9350 -0.9440 -0.1953

## Properties
- Multiplicity: 3
- LUMO energy (spin up / spin down): 0.92 / -2.15 eV
- Largest force on an atom: 7.49 eV/A
- Relative energy (zero: lowest compared OMol25 entry of this formula, charge and spin): 0.0 kcal/mol
- Kohn-Sham gap (spin up / spin down): 0.202 / 0.251 hartree
- Calculated total energy: -476.6970 Eh

***

Entry 6:
Molecular formula: C8H13N3
Method: DFT, ωB97M-V/def2-TZVPD

Geometry (Å):
C: -0.2435 0.4053 2.2365
C: 0.0749 0.2111 0.9821
N: 1.1045 -0.6792 0.6174
C: 2.0167 -0.5406 -0.3225
C: 2.9072 -1.6397 -0.7418
N: 2.1265 0.5795 -1.0081
C: 1.2751 1.3796 -1.4972
C: -0.0906 1.0839 -1.4335
C: -0.7516 0.6112 -0.3403
C: -2.2707 0.7319 -0.3439
N: -2.9496 -0.1660 0.6219
H: 0.4961 -0.0260 2.9666
H: -1.0510 0.9529 2.5248
H: 1.3208 -1.6119 1.1527
H: 3.6143 -1.4060 -1.5888
H: 2.3614 -2.4603 -1.0559
H: 3.7604 -2.0381 -0.0154
H: 1.5603 2.3995 -1.6575
H: -0.7020 1.3393 -2.2666
H: -2.5822 0.6636 -1.3771
H: -2.6573 1.6683 -0.0848
H: -3.2340 -1.0413 0.0792
H: -3.7921 0.0768 1.1328
H: -2.2935 -0.4940 1.4195

## Properties
- LUMO energy: -8.31 eV
- Largest force on an atom: 4.39 eV/A
- SMILES string: C=C1[NH+]=C(C)N=CC=C1C[NH3+]
- Relative energy (zero: lowest compared OMol25 entry of this formula, charge and spin): 0.0 kcal/mol
- Kohn-Sham gap: 0.343 hartree
- Calculated total energy: -476.1837 Eh
- Charge: +2

***

Entry 7:
Molecular formula: C8H13N3O6
Method: DFT, ωB97M-V/def2-TZVPD

Geometry (Å):
N: -2.3538 -4.1187 -0.1940
C: -2.0244 -2.8098 -0.0979
O: -2.8391 -1.9109 -0.2651
C: -0.5671 -2.5292 0.2110
C: -0.3500 -1.0305 0.4146
N: 1.0633 -0.7202 0.5109
C: 1.6217 0.5331 0.4519
O: 2.7083 0.7547 0.9487
C: 0.8976 1.6458 -0.3132
N: 0.7547 2.8262 0.5501
C: 1.7346 2.0026 -1.5463
C: 1.1167 3.0701 -2.4540
O: 1.2244 3.0231 -3.6497
O: 0.4799 4.0668 -1.8385
C: -1.0809 -0.4549 1.6313
O: -1.1675 0.7297 1.8443
O: -1.5562 -1.3819 2.4746
H: -3.3235 -4.3717 -0.4218
H: -1.7008 -4.8716 -0.0675
H: 0.0645 -2.8716 -0.6337
H: -0.2424 -3.1073 1.0855
H: -0.8006 -0.5108 -0.4609
H: 1.6024 -1.3252 1.1213
H: -0.0668 1.3192 -0.6090
H: 0.0467 2.6264 1.2520
H: 1.6398 2.9454 1.0362
H: 2.7189 2.3704 -1.1686
H: 1.9126 1.1134 -2.1745
H: 0.4781 3.8846 -0.8516
H: -1.9910 -0.8971 3.2139

## Properties
- LUMO energy: 0.18 eV
- Largest force on an atom: 1.12 eV/A
- SMILES string: NC(=O)C[C@H](NC(=O)[C@@H](N)CC(=O)O)C(=O)O
- Relative energy (zero: lowest compared OMol25 entry of this formula, charge and spin): 0.0 kcal/mol
- Kohn-Sham gap: 0.366 hartree
- Calculated total energy: -928.4531 Eh

***

Entry 8:
Molecular formula: C8H13N4
Method: DFT, ωB97M-V/def2-TZVPD

Geometry (Å):
C: 3.9372 0.8050 -0.0482
C: 2.8041 0.1294 0.1203
C: 0.4500 -0.4583 0.0423
C: -1.5400 0.6076 1.1647
C: -0.9899 0.8471 -1.3751
C: 0.3898 1.9244 0.3807
C: -1.3345 -2.2603 0.0545
C: -0.4613 0.7460 0.0221
N: 4.8578 1.4896 -0.2889
N: 1.7032 -0.2320 -0.0346
N: 1.0209 -2.5860 -0.3499
N: 0.0558 -1.7786 -0.0563
H: -2.4641 0.0762 0.8227
H: -1.0371 0.1835 2.0312
H: -1.9485 1.5977 1.4496
H: -1.6970 0.1820 -1.6434
H: -1.2946 1.8641 -1.5473
H: -0.2142 0.7605 -2.0865
H: -0.1430 2.8864 0.6344
H: 0.8708 1.7074 1.3335
H: 1.0613 2.1955 -0.4784
H: -1.3076 -2.8316 0.9244
H: -1.9637 -1.4282 0.2290
H: -1.5063 -2.8392 -0.8400
H: 0.7509 -3.5881 -0.4607

## Properties
- LUMO energy (spin up / spin down): -5.29 / -5.77 eV
- Largest force on an atom: 3.56 eV/A
- Relative energy (zero: lowest compared OMol25 entry of this formula, charge and spin): 147.6 kcal/mol
- Kohn-Sham gap (spin up / spin down): 0.276 / 0.266 hartree
- Calculated total energy: -531.2099 Eh
- Charge: +1

***

Entry 9:
Molecular formula: C8H13N5
Method: DFT, ωB97M-V/def2-TZVPD

Geometry (Å):
C: 2.5691 1.4374 -0.2559
N: 1.7542 0.1637 -0.3073
C: 2.2597 -0.9263 0.4482
C: 1.5378 -2.1234 -0.0688
C: 0.1534 -1.8524 -0.1072
C: -0.5233 -0.6965 0.0258
C: -1.9969 -0.6415 0.0455
N: -2.7935 -1.6840 -0.0997
N: -4.0659 -1.2610 -0.0884
N: -4.0937 0.0042 -0.0469
N: -2.7943 0.4759 0.0407
C: -2.5390 1.8783 0.1045
C: 0.3053 0.5177 0.0101
H: 2.3875 2.1614 -1.0286
H: 2.5926 2.1225 0.6529
H: 3.6207 1.1664 -0.3750
H: 3.3707 -0.9696 0.3530
H: 2.2078 -0.7065 1.5442
H: 1.8150 -3.1131 0.2830
H: 1.8292 -2.0472 -1.1076
H: -0.3720 -2.7556 -0.4392
H: -2.3805 2.2228 1.1122
H: -3.4045 2.3593 -0.3756
H: -1.6478 2.1141 -0.4937
H: -0.0489 1.1374 -0.8423
H: 0.2574 1.0159 1.0161

## Properties
- LUMO energy: 0.63 eV
- Largest force on an atom: 4.41 eV/A
- SMILES string: CN1CCC=C(c2nnnn2C)C1
- Relative energy (zero: lowest compared OMol25 entry of this formula, charge and spin): 60.8 kcal/mol
- Kohn-Sham gap: 0.351 hartree
- Calculated total energy: -586.3109 Eh

***

Look up the calculated total energy of the fourth one.
-572.2998 Eh

***

Look up the largest force on an atom of the fifth one.
7.49 eV/A

***

Which value of largest force on an atom does entry 7 give?
1.12 eV/A